C49H111F12N5O19 | the ωB97M-V functional and the def2-TZVPD basis

## Properties
lowest unoccupied orbital energy	-0.527	eV
maximum force	0.079	hartree/bohr

The geometry in ORCA input format:
```
! RIJCOSX wB97M-V def2-TZVPD def2/J DEFGRID3
* xyz 0 1
C 0.7638 6.8433 7.2213
O 1.8443 7.2289 8.0867
O 0.6120 7.6858 6.2447
C 1.0589 5.3887 6.8618
F 0.7448 4.5532 7.9220
F 0.3260 4.9874 5.7864
F 2.3662 5.1651 6.5605
C 1.5417 8.1405 9.0819
C 2.8293 8.3337 9.8644
H 3.5286 8.9686 9.3131
H 2.6632 8.8530 10.8084
H 3.2651 7.3574 10.0800
H 0.8188 7.7013 9.7817
H 1.1910 9.1127 8.7330
H -0.1850 6.7901 7.8191
C -7.1325 8.0733 7.1049
O -7.2438 9.4387 7.4851
O -7.6953 7.3444 7.9635
C -7.6573 7.8591 5.6816
F -7.0591 6.7521 5.1022
F -8.9980 7.6244 5.6729
F -7.4383 8.9267 4.8508
C -6.2277 10.2956 7.0615
C -6.5820 11.7072 7.4523
H -6.6512 11.7774 8.5451
H -5.7740 12.4095 7.2163
H -7.4986 12.1127 7.0218
H -5.9917 10.2417 5.9992
H -5.3012 10.0884 7.6255
H -6.0470 7.7807 7.0569
C -2.8941 10.8347 15.5090
O -2.2320 10.2885 16.6856
O -2.1883 11.6619 14.9251
C -3.1458 9.6487 14.5847
F -3.5709 10.0518 13.3543
F -2.1011 8.8281 14.3602
F -4.1850 8.8375 15.0562
C -3.0706 9.9157 17.7231
C -2.2553 9.8109 19.0109
H -1.6389 10.6963 19.1617
H -2.9160 9.6711 19.8736
H -1.5689 8.9584 18.9837
H -3.5924 8.9498 17.5540
H -3.9204 10.5982 17.9214
H -3.9036 11.2734 15.7523
C 1.2552 13.9783 13.5974
O 0.0181 13.7328 12.8657
O 1.0844 14.7457 14.5371
C 1.8903 12.6448 14.0123
F 1.0011 11.7212 14.4923
F 2.5528 12.0077 12.9635
F 2.7855 12.8161 14.9922
C 0.0902 13.0619 11.6681
C -1.3281 13.1171 11.0466
H -1.5407 14.1875 11.1095
H -1.4139 12.6659 10.0667
H -1.9541 12.6221 11.7969
H 0.4215 12.0032 11.6778
H 0.7755 13.6202 10.9883
H 1.9710 14.4494 12.8497
C -3.0914 10.0218 10.1622
C -2.8431 9.7095 8.6760
C -1.4224 10.1047 8.3651
O -3.1216 8.3963 8.3653
H -2.3331 9.5900 10.8296
H -4.0363 9.5543 10.4758
H -3.1746 11.0956 10.3319
H -3.5415 10.3791 8.1220
H -0.6928 9.5501 8.9517
H -1.2865 11.1810 8.5289
H -1.1949 9.9422 7.2993
C -2.3448 3.9169 7.0410
O -2.4635 5.0502 6.2012
C -3.7082 5.7037 6.3614
C -3.6844 6.8954 5.4549
N -2.4633 7.6824 5.7940
H -2.6549 8.1364 6.7373
H -1.6089 7.1401 6.0361
C -2.1356 8.7603 4.8470
C -3.1629 9.8039 4.6555
O -4.3663 9.2973 4.1296
C -5.2913 10.3183 3.8438
H -3.3085 3.3994 7.1344
H -2.0373 4.2078 8.0534
H -1.6262 3.2447 6.5865
H -3.9135 6.0423 7.3817
H -4.4931 5.0415 5.9750
H -4.5050 7.5719 5.6553
H -3.5695 6.6698 4.3995
H -1.8167 8.2346 3.9439
H -1.2194 9.2274 5.2142
H -2.7729 10.5458 3.9297
H -3.3547 10.4028 5.5645
H -6.1867 9.8516 3.4552
H -4.8556 11.0050 3.1010
H -5.5250 10.9068 4.7378
C -9.7072 9.1885 14.2809
O -9.1409 8.9189 13.0451
C -8.4963 10.0827 12.4950
C -7.7030 9.7067 11.2612
N -8.4411 8.7596 10.4440
H -7.9089 8.2538 9.6960
H -8.8266 8.0274 11.0653
C -9.6688 9.2745 9.7406
C -10.8747 9.0411 10.5319
O -10.9339 7.6831 10.8606
C -12.2237 7.2777 11.2372
H -8.9643 9.5738 14.9837
H -10.2303 8.3172 14.6701
H -10.5153 9.9444 14.2009
H -7.8450 10.5268 13.2588
H -9.2910 10.8149 12.2521
H -6.7213 9.3122 11.4996
H -7.5639 10.6327 10.7027
H -9.6389 8.6689 8.8278
H -9.4722 10.2976 9.4339
H -11.7212 9.3792 9.9037
H -10.9415 9.7174 11.4016
H -12.1987 6.2262 11.4999
H -12.8996 7.4310 10.3915
H -12.5484 7.8434 12.1175
C 0.1132 9.0004 12.8345
O 1.3610 8.2949 12.8937
C 1.7703 8.0709 14.2303
C 3.2352 7.7145 14.1795
N 3.9262 8.5454 13.1153
H 4.6522 7.9600 12.6947
H 3.1668 8.5612 12.3986
C 4.4195 9.9366 13.3284
C 5.5466 9.9243 14.3541
O 5.1572 9.4182 15.5807
C 4.3847 10.3426 16.2864
H -0.7326 8.5188 13.3488
H -0.1905 9.0891 11.7899
H 0.1219 10.0013 13.2775
H 1.2058 7.2372 14.6638
H 1.5667 8.9312 14.8829
H 3.3126 6.6819 13.8336
H 3.8323 7.8400 15.0718
H 3.5695 10.5098 13.6900
H 4.7610 10.2497 12.3483
H 5.8403 10.9702 14.5309
H 6.4221 9.3710 14.0160
H 3.4188 10.5576 15.8219
H 4.9228 11.2909 16.4124
H 4.2157 9.9783 17.2971
C 0.3998 12.3118 5.8738
O 1.6981 11.7821 5.7436
C 2.3371 11.5771 6.9839
C 3.4647 10.6375 6.7178
N 3.0042 9.5173 5.8338
H 2.0911 9.1586 6.2186
H 2.8828 9.8968 4.8976
C 3.8362 8.2707 5.8311
C 5.2908 8.4771 5.4614
O 5.9280 9.2661 6.4028
C 7.3336 9.0965 6.4610
H 0.3505 13.0135 6.7129
H -0.3652 11.5410 5.9464
H 0.2064 12.9252 4.9912
H 1.6689 11.1838 7.7589
H 2.7387 12.5465 7.2993
H 3.9820 10.2681 7.5920
H 4.2409 11.0845 6.0952
H 3.2820 7.6737 5.1065
H 3.7549 7.7381 6.7762
H 5.3467 9.0038 4.4901
H 5.7532 7.4939 5.3214
H 7.7712 9.7308 7.2359
H 7.8549 9.4532 5.5521
H 7.6323 8.0590 6.6585
C -0.4888 4.9202 10.7425
O -1.8279 5.1137 11.1573
C -2.1020 6.4250 11.6446
C -3.5882 6.5794 11.5845
N -4.0032 6.4342 10.1791
H -3.5043 7.2240 9.6815
H -3.6273 5.5080 9.9473
C -5.4572 6.4810 9.8120
C -6.4154 5.7841 10.7528
O -6.5412 6.3773 12.0081
C -7.6671 5.8645 12.6902
H 0.1677 4.9310 11.6245
H -0.1504 5.7180 10.0657
H -0.4235 3.9869 10.1956
H -1.6072 7.1636 10.9860
H -1.6708 6.5480 12.6433
H -3.9844 7.4862 12.0461
H -4.0971 5.8642 12.2312
H -5.5109 6.1252 8.7945
H -5.7048 7.5404 9.8783
H -6.1376 4.7134 10.8271
H -7.4130 5.8153 10.2849
H -7.6532 4.7802 12.8354
H -8.5718 6.1614 12.1452
H -7.6750 6.3450 13.6547
*
```